Here is a 5-piece molecular cluster, C36H78BF4N4O overall from the OMol25 dataset. Energies are from ωB97M-V with the def2-TZVPD basis set.

- HOMO energy: -0.6400 Ha
- Net charge: +3
- Gap between HOMO and LUMO: 7.6 eV

Positions of all 124 atoms, in Å:
C (-5.39, -1.63, 2.85)
C (-4.90, -0.64, 3.94)
C (-3.54, -0.01, 3.60)
C (-2.92, 0.79, 4.78)
N (-1.42, 1.43, 4.52)
C (-1.04, 2.02, 5.89)
C (-0.26, 0.85, 6.48)
C (-0.06, -0.35, 5.50)
C (-0.38, 0.37, 4.14)
C (-1.58, 2.52, 3.44)
H (-5.31, -1.25, 1.83)
H (-6.44, -1.87, 2.96)
H (-4.96, -2.63, 2.90)
H (-4.75, -1.17, 4.88)
H (-5.61, 0.19, 4.02)
H (-3.70, 0.67, 2.75)
H (-2.78, -0.74, 3.36)
H (-2.69, 0.24, 5.69)
H (-3.70, 1.49, 5.10)
H (-0.38, 2.87, 5.74)
H (-1.91, 2.28, 6.49)
H (0.69, 1.31, 6.74)
H (-0.65, 0.61, 7.47)
H (0.92, -0.81, 5.64)
H (-0.87, -1.06, 5.65)
H (0.48, 0.89, 3.73)
H (-0.59, -0.30, 3.31)
H (-0.68, 3.13, 3.39)
H (-2.37, 3.15, 3.86)
H (-2.00, 2.05, 2.55)
C (-3.03, 0.25, -2.04)
C (-3.45, -0.90, -1.14)
C (-2.34, -1.53, -0.33)
C (-2.63, -3.01, -0.03)
N (-1.55, -3.70, 0.86)
C (-2.16, -5.08, 1.23)
C (-1.48, -5.60, 2.42)
C (-1.34, -4.34, 3.22)
C (-1.46, -3.11, 2.24)
C (-0.17, -3.80, 0.30)
H (-3.80, 0.47, -2.79)
H (-2.11, 0.08, -2.60)
H (-2.80, 1.17, -1.52)
H (-3.99, -1.57, -1.80)
H (-4.29, -0.74, -0.47)
H (-1.89, -1.03, 0.52)
H (-1.48, -1.50, -1.00)
H (-2.64, -3.57, -0.96)
H (-3.56, -3.14, 0.52)
H (-1.92, -5.74, 0.39)
H (-3.25, -4.99, 1.32)
H (-0.61, -6.22, 2.20)
H (-2.21, -6.26, 2.88)
H (-0.35, -4.28, 3.66)
H (-2.08, -4.28, 4.01)
H (-0.58, -2.46, 2.34)
H (-2.38, -2.53, 2.29)
H (0.54, -4.29, 0.96)
H (0.10, -2.85, -0.17)
H (-0.32, -4.51, -0.52)
C (3.93, -2.31, 2.73)
C (4.68, -2.24, 1.28)
C (3.70, -2.53, 0.11)
C (4.45, -2.15, -1.13)
N (3.60, -2.01, -2.42)
C (2.82, -3.24, -2.78)
C (2.69, -3.24, -4.28)
C (3.57, -2.22, -4.87)
C (4.49, -1.83, -3.65)
C (2.55, -0.85, -2.40)
H (2.92, -2.71, 2.64)
H (3.69, -1.33, 3.13)
H (4.46, -2.90, 3.48)
H (5.50, -2.95, 1.15)
H (5.20, -1.28, 1.21)
H (2.84, -1.89, 0.29)
H (3.37, -3.55, 0.27)
H (5.19, -2.93, -1.30)
H (4.99, -1.20, -1.11)
H (1.89, -3.26, -2.22)
H (3.35, -4.16, -2.54)
H (1.65, -3.00, -4.48)
H (2.82, -4.25, -4.66)
H (2.95, -1.40, -5.23)
H (4.22, -2.50, -5.69)
H (5.04, -0.90, -3.77)
H (5.24, -2.62, -3.69)
H (2.18, -0.66, -1.39)
H (1.67, -1.10, -3.00)
H (3.02, 0.07, -2.72)
C (-0.66, 3.59, -1.81)
C (0.37, 3.51, -3.08)
C (-0.47, 3.67, -4.45)
C (-0.85, 5.15, -4.81)
C (0.46, 5.86, -5.00)
C (1.26, 5.96, -3.71)
N (1.44, 4.61, -3.01)
O (2.36, 4.58, -1.96)
C (0.58, 6.95, -2.65)
C (2.67, 6.44, -4.22)
C (1.05, 2.11, -3.27)
H (-1.37, 2.77, -1.85)
H (-1.22, 4.52, -1.75)
H (-0.14, 3.72, -0.87)
H (-1.27, 2.95, -4.29)
H (0.15, 3.22, -5.22)
H (-1.44, 5.55, -3.99)
H (-1.57, 5.33, -5.61)
H (0.32, 6.87, -5.38)
H (1.09, 5.41, -5.77)
H (0.06, 7.71, -3.23)
H (1.19, 7.62, -2.04)
H (-0.25, 6.54, -2.08)
H (2.44, 7.41, -4.66)
H (3.13, 5.71, -4.88)
H (3.35, 6.62, -3.39)
H (0.25, 1.38, -3.39)
H (1.58, 1.90, -2.34)
H (1.66, 2.03, -4.17)
B (0.62, 0.40, 0.12)
F (1.00, -0.63, 0.90)
F (0.19, 0.11, -1.17)
F (-0.30, 0.99, 0.83)
F (1.66, 1.29, 0.00)

***

Here is a 5-piece molecular cluster, C36H78N5O10P overall from the OMol25 dataset. Energies are from ωB97M-V with the def2-TZVPD basis set.

- HOMO energy: -0.2826 Ha
- Net charge: 0
- Relative energy (zero: lowest compared OMol25 entry of this formula, charge and spin): 0.0 kcal per mole
- Structure (SMILES): CCC[C@@H](COC)O[C@@](CCN)([C@H](CC)O[C@@H](CCCCOC=O)CCCOC)P(C)C.CNC(C)=O.CNC(C)=O.CNC(C)=O.CNC(C)=O
- Gap between HOMO and LUMO: 8.0 eV

Positions of all 130 atoms, in Å:
C (6.85, -3.22, 1.23)
C (6.78, -1.95, 0.37)
C (5.53, -1.08, 0.56)
C (4.35, -1.31, -0.40)
C (4.25, -2.78, -0.79)
O (3.01, -3.12, -1.38)
C (2.10, -3.71, -0.48)
O (3.11, -0.92, 0.17)
C (2.50, 0.28, -0.31)
C (2.23, 0.20, -1.83)
C (2.88, 1.18, -2.82)
N (4.29, 0.99, -3.13)
C (1.12, 0.34, 0.39)
C (1.17, 0.28, 1.92)
C (0.89, 1.59, 2.66)
O (0.33, -0.72, -0.17)
C (-1.05, -0.77, 0.16)
C (-1.73, 0.61, 0.23)
C (-3.25, 0.63, 0.12)
C (-4.06, -0.09, 1.23)
C (-3.36, -0.27, 2.56)
O (-4.36, -0.35, 3.61)
C (-4.27, -1.47, 4.37)
O (-3.83, -1.50, 5.50)
C (-1.74, -1.67, -0.85)
C (-0.95, -2.93, -1.23)
C (-0.07, -2.72, -2.44)
O (-0.94, -2.57, -3.57)
C (-0.20, -2.39, -4.77)
P (3.60, 1.79, 0.08)
C (2.50, 3.27, 0.00)
C (4.09, 1.75, 1.85)
H (7.85, -3.35, 1.64)
H (6.18, -3.11, 2.09)
H (6.55, -4.11, 0.70)
H (6.94, -2.19, -0.68)
H (7.63, -1.33, 0.65)
H (5.85, -0.05, 0.43)
H (5.15, -1.15, 1.58)
H (4.55, -0.74, -1.31)
H (5.02, -3.01, -1.53)
H (4.42, -3.41, 0.09)
H (2.60, -4.48, 0.12)
H (1.33, -4.20, -1.07)
H (1.65, -2.96, 0.17)
H (1.15, 0.27, -1.98)
H (2.50, -0.80, -2.16)
H (2.71, 2.22, -2.54)
H (2.34, 1.05, -3.76)
H (4.89, 1.42, -2.44)
H (4.53, 0.02, -3.26)
H (0.71, 1.30, 0.07)
H (0.42, -0.44, 2.26)
H (2.11, -0.16, 2.23)
H (1.73, 1.92, 3.26)
H (0.07, 1.46, 3.37)
H (0.57, 2.38, 1.99)
H (-1.15, -1.25, 1.15)
H (-1.45, 1.10, 1.16)
H (-1.31, 1.23, -0.56)
H (-3.58, 0.26, -0.85)
H (-3.54, 1.68, 0.14)
H (-4.43, -1.04, 0.86)
H (-4.94, 0.52, 1.43)
H (-2.79, -1.20, 2.56)
H (-2.72, 0.57, 2.81)
H (-4.69, -2.37, 3.89)
H (-1.92, -1.09, -1.76)
H (-2.70, -1.97, -0.45)
H (-0.38, -3.30, -0.38)
H (-1.67, -3.71, -1.50)
H (0.59, -3.57, -2.63)
H (0.51, -1.80, -2.32)
H (-0.77, -2.81, -5.59)
H (0.76, -2.90, -4.72)
H (-0.04, -1.32, -4.93)
H (1.66, 3.09, -0.65)
H (3.08, 4.07, -0.45)
H (2.18, 3.60, 0.99)
H (3.58, 2.51, 2.44)
H (3.95, 0.78, 2.32)
H (5.15, 1.97, 1.89)
C (-9.10, 2.60, 2.30)
C (-8.30, 3.44, 3.27)
O (-8.40, 4.66, 3.28)
N (-7.47, 2.79, 4.12)
C (-7.23, 1.36, 4.23)
H (-9.71, 3.26, 1.69)
H (-8.44, 2.02, 1.65)
H (-9.75, 1.90, 2.83)
H (-6.97, 3.41, 4.74)
H (-7.49, 1.01, 5.23)
H (-6.18, 1.14, 4.06)
H (-7.83, 0.82, 3.51)
C (-0.64, 3.52, -3.79)
C (0.41, 4.56, -3.43)
O (1.40, 4.27, -2.78)
N (0.21, 5.82, -3.87)
C (-0.89, 6.34, -4.66)
H (-0.33, 2.57, -3.37)
H (-1.61, 3.79, -3.38)
H (-0.73, 3.42, -4.87)
H (0.94, 6.46, -3.60)
H (-0.53, 6.75, -5.60)
H (-1.41, 7.13, -4.12)
H (-1.60, 5.55, -4.88)
C (-1.09, -6.50, -7.51)
C (-0.66, -7.32, -6.31)
O (0.04, -8.30, -6.43)
N (-1.10, -6.91, -5.09)
C (-1.95, -5.76, -4.78)
H (-0.66, -6.96, -8.40)
H (-2.18, -6.49, -7.61)
H (-0.74, -5.47, -7.43)
H (-0.78, -7.49, -4.34)
H (-1.42, -5.08, -4.11)
H (-2.86, -6.10, -4.28)
H (-2.22, -5.22, -5.68)
C (0.56, 2.19, 7.43)
C (1.60, 2.62, 6.43)
O (2.33, 1.81, 5.87)
N (1.71, 3.95, 6.17)
C (0.94, 5.04, 6.73)
H (0.60, 1.11, 7.53)
H (0.75, 2.64, 8.41)
H (-0.44, 2.48, 7.10)
H (2.43, 4.17, 5.50)
H (0.41, 5.58, 5.95)
H (1.59, 5.74, 7.26)
H (0.21, 4.66, 7.44)

***

Here is a 14-piece molecular cluster, C36H79BrF3N3O16S overall from the OMol25 dataset. Energies are from ωB97M-V with the def2-TZVPD basis set.

- HOMO energy: -0.3135 Ha
- Net charge: 0
- Gap between HOMO and LUMO: 7.2 eV

Positions of all 139 atoms, in Å:
C (3.87, 3.34, 3.22)
C (3.39, 4.47, 2.74)
C (2.93, 5.98, 2.44)
C (2.31, 6.11, 0.96)
C (0.91, 5.27, 0.77)
C (1.16, 3.74, 0.33)
N (2.45, 3.36, -0.24)
C (2.53, 1.95, -0.58)
C (3.92, 1.45, -1.23)
C (5.18, 2.41, -1.52)
O (5.40, 3.45, -0.52)
C (6.52, 3.17, 0.32)
F (6.51, 4.18, 1.36)
F (7.79, 3.31, -0.35)
F (6.39, 1.89, 0.99)
C (4.08, -0.07, -1.65)
Br (5.75, -0.84, -2.47)
C (2.87, -1.11, -1.45)
C (2.93, -2.66, -1.89)
C (2.91, -3.69, -0.62)
O (1.91, -4.73, -1.00)
C (1.32, -5.32, 0.18)
C (2.04, -6.33, 1.19)
O (0.10, -5.02, 0.42)
C (1.54, -0.56, -0.82)
S (0.09, -1.76, -0.59)
C (1.33, 0.97, -0.34)
N (0.03, 1.27, 0.26)
C (0.02, 2.68, 0.57)
C (-1.37, 3.25, 1.23)
C (-2.21, 3.90, 0.01)
C (-3.59, 4.57, 0.57)
C (-3.15, 5.83, 1.50)
N (-3.15, 5.48, 2.96)
H (4.34, 2.44, 3.78)
H (2.23, 6.33, 3.29)
H (3.85, 6.69, 2.48)
H (2.04, 7.24, 0.80)
H (3.07, 5.86, 0.13)
H (0.25, 5.76, -0.05)
H (0.37, 5.37, 1.80)
H (6.18, 1.86, -1.66)
H (4.97, 2.96, -2.53)
H (1.97, -2.86, -2.53)
H (3.82, -2.94, -2.55)
H (2.56, -3.09, 0.30)
H (3.92, -4.22, -0.46)
H (2.92, -6.92, 0.73)
H (2.38, -5.83, 2.17)
H (1.25, -7.13, 1.49)
H (-1.10, -1.04, -0.67)
H (-1.99, 2.35, 1.65)
H (-1.18, 3.95, 2.12)
H (-1.58, 4.67, -0.56)
H (-2.53, 3.04, -0.69)
H (-4.17, 4.94, -0.37)
H (-4.26, 3.80, 1.13)
H (-2.08, 6.13, 1.17)
H (-3.83, 6.73, 1.24)
H (-3.53, 4.52, 3.04)
H (-2.17, 5.51, 3.27)
C (2.07, -4.11, 5.33)
O (1.61, -4.97, 4.29)
H (3.16, -4.06, 5.29)
H (1.66, -3.11, 5.19)
H (1.77, -4.51, 6.30)
H (0.65, -4.99, 4.36)
C (1.28, 0.22, -5.07)
O (0.01, 0.40, -4.48)
H (1.16, 0.06, -6.14)
H (1.89, 1.11, -4.91)
H (1.77, -0.65, -4.62)
H (0.17, 0.54, -3.53)
C (-1.32, -5.03, 7.80)
O (-0.41, -5.73, 6.96)
H (-1.61, -4.10, 7.31)
H (-2.21, -5.65, 7.96)
H (-0.84, -4.81, 8.76)
H (-0.17, -6.55, 7.41)
C (1.58, -7.49, -2.44)
O (1.12, -8.34, -3.48)
H (2.67, -7.44, -2.48)
H (1.17, -6.48, -2.58)
H (1.27, -7.89, -1.47)
H (0.16, -8.36, -3.43)
C (-7.25, 2.13, 1.65)
O (-6.59, 2.32, 0.41)
H (-6.86, 2.86, 2.37)
H (-8.32, 2.28, 1.52)
H (-7.05, 1.12, 2.02)
H (-6.95, 1.67, -0.21)
C (-0.68, -4.58, -3.06)
O (-0.01, -4.10, -4.22)
H (-0.70, -5.67, -3.08)
H (-0.15, -4.25, -2.17)
H (-1.71, -4.20, -3.05)
H (-0.02, -3.14, -4.17)
C (-9.51, 3.94, -0.68)
O (-8.69, 4.69, 0.20)
H (-10.56, 4.07, -0.39)
H (-9.37, 4.29, -1.71)
H (-9.25, 2.88, -0.61)
H (-7.78, 4.56, -0.08)
C (1.81, 2.71, -7.91)
O (0.41, 2.76, -8.15)
H (2.32, 3.25, -8.71)
H (2.03, 3.18, -6.95)
H (2.14, 1.67, -7.91)
H (-0.02, 2.27, -7.43)
C (0.95, 4.73, -3.14)
O (-0.43, 4.96, -2.92)
H (1.51, 5.08, -2.27)
H (1.13, 3.66, -3.28)
H (1.27, 5.29, -4.02)
H (-0.90, 4.64, -3.70)
C (-4.99, -0.37, 3.97)
O (-6.39, -0.33, 3.74)
H (-4.49, 0.18, 3.18)
H (-4.76, 0.10, 4.93)
H (-4.64, -1.41, 3.97)
H (-6.81, -0.83, 4.46)
C (4.14, -1.20, 4.02)
O (2.75, -1.00, 4.24)
H (4.69, -0.84, 4.89)
H (4.33, -2.27, 3.88)
H (4.45, -0.65, 3.13)
H (2.29, -1.33, 3.46)
C (-2.06, 0.77, -10.34)
O (-2.27, 1.70, -9.28)
H (-3.03, 0.40, -10.68)
H (-1.55, 1.26, -11.17)
H (-1.46, -0.07, -9.98)
H (-1.39, 2.01, -9.00)
C (-0.42, -9.36, 5.98)
O (0.40, -8.59, 6.85)
H (-1.46, -9.24, 6.27)
H (-0.28, -9.02, 4.95)
H (-0.14, -10.42, 6.05)
H (1.31, -8.72, 6.57)

***

- What is the formula in the third record?
  C36H79BrF3N3O16S